ORCA calculation (ωB97M-V with the def2-TZVPD basis set) on C28H24INS3Sn as an isolated structure.

Results
F_max: 0.2 eV Å⁻¹
E_LUMO (alpha / beta): -1.1384 / -1.4657 eV
HOMO-LUMO gap (alpha / beta): 5.875 / 5.478 eV
Spin multiplicity: 1

```
58
Properties=species:S:1:pos:R:3:forces:R:3
Sn -1.389 -1.532 -0.762 -0.015 0.063 0.023
S -3.124 0.147 -1.315 0.000 0.125 0.013
C -4.556 -0.807 -0.956 -0.100 -0.050 -0.056
C -5.789 -0.279 -1.363 0.094 0.037 -0.008
C -6.974 -0.935 -1.116 -0.041 -0.078 0.042
C -6.956 -2.170 -0.473 -0.052 0.063 -0.049
C -5.752 -2.719 -0.088 0.084 0.041 0.004
C -4.540 -2.047 -0.303 -0.161 -0.115 0.009
S -3.103 -2.873 0.295 0.048 -0.123 0.010
H -5.797 0.674 -1.876 0.019 0.016 -0.013
H -7.911 -0.495 -1.429 -0.008 0.011 -0.012
H -7.878 -2.704 -0.284 -0.004 -0.010 0.006
H -5.731 -3.685 0.398 0.018 -0.022 0.020
C -0.379 -0.524 0.770 0.080 0.166 0.058
C 0.291 0.479 1.004 0.029 -0.029 0.007
C 1.053 1.606 1.253 0.191 0.123 0.001
C 2.506 1.514 1.045 -0.216 -0.070 0.102
C 3.147 0.280 1.206 0.065 -0.055 -0.047
C 4.505 0.149 0.968 -0.055 0.014 0.017
C 5.251 1.246 0.555 0.016 0.019 -0.012
C 4.625 2.473 0.381 -0.019 -0.025 0.003
C 3.267 2.608 0.624 0.034 0.056 0.036
C 0.381 2.839 1.660 0.090 -0.088 -0.036
C 1.053 3.831 2.387 -0.032 0.061 0.009
C 0.392 4.980 2.788 -0.009 -0.036 -0.020
C -0.948 5.162 2.472 0.014 0.016 0.020
C -1.628 4.178 1.765 0.022 -0.022 -0.021
C -0.975 3.026 1.366 -0.062 0.039 0.032
H 2.560 -0.575 1.515 0.009 -0.011 0.009
H 4.982 -0.812 1.105 0.013 -0.014 0.001
H 6.311 1.144 0.368 0.013 0.003 -0.005
H 5.195 3.330 0.046 0.015 0.016 -0.008
H 2.785 3.564 0.466 0.019 -0.011 -0.040
H 2.090 3.687 2.657 -0.014 -0.001 0.035
H 0.924 5.731 3.357 0.000 0.016 0.008
H -1.461 6.061 2.785 -0.012 0.009 0.003
H -2.675 4.310 1.524 -0.024 0.001 -0.007
H -1.510 2.255 0.824 -0.001 0.011 -0.006
I 3.157 -5.608 -2.369 0.111 -0.071 -0.134
C 1.960 -4.888 -0.842 -0.107 0.084 0.115
C 2.024 -5.420 0.436 0.000 0.000 -0.005
C 1.206 -4.886 1.418 0.011 0.008 0.022
C 0.359 -3.843 1.088 -0.011 0.077 0.039
N 0.296 -3.342 -0.144 -0.026 -0.199 -0.104
C 1.075 -3.851 -1.095 0.020 0.024 0.053
H 2.700 -6.233 0.661 0.014 -0.016 0.003
H 1.225 -5.266 2.428 0.009 -0.019 0.015
H -0.281 -3.377 1.827 -0.040 0.001 0.012
H 0.998 -3.403 -2.078 -0.020 0.007 -0.040
C 2.683 0.879 -2.401 0.059 0.132 0.064
S 1.348 -0.315 -2.548 -0.026 -0.119 -0.075
C 0.216 0.629 -3.580 -0.021 0.076 -0.075
H 2.299 1.836 -2.047 -0.018 -0.026 -0.023
H 3.201 1.018 -3.350 -0.025 -0.017 -0.021
H 3.388 0.508 -1.658 -0.009 -0.041 -0.030
H 0.631 0.805 -4.572 0.036 -0.006 0.009
H -0.023 1.583 -3.110 -0.002 -0.004 0.024
H -0.706 0.058 -3.685 -0.002 -0.037 0.020
```
Forces are in eV/Å.



ORCA calculation (ωB97M-V with the def2-TZVPD basis set) on C24H28NO3Tl as an isolated structure in a non-equilibrium geometry.

Results
F_max: 2.5 eV Å⁻¹
E_LUMO (alpha / beta): -2.2802 / -2.2158 eV
HOMO-LUMO gap (alpha / beta): 5.223 / 5.412 eV
Spin multiplicity: 1

```
57
Properties=species:S:1:pos:R:3:forces:R:3
C 1.090 2.767 2.061 0.775 -1.728 0.883
C -0.256 2.476 1.695 -0.219 -1.900 0.697
C -0.490 1.086 1.865 -0.197 2.069 -0.671
H -0.980 3.194 1.336 0.040 -0.088 -0.006
C 0.736 0.490 2.331 1.033 -0.140 -1.491
C 1.719 1.553 2.468 -0.829 1.784 -0.176
H 0.891 -0.547 2.592 -0.168 0.098 0.459
C 1.745 2.671 -1.967 -0.669 0.289 -0.033
C 0.584 3.267 -1.423 0.839 -0.186 -0.883
C -0.498 2.352 -1.561 -0.139 -0.556 -0.320
H 0.548 4.261 -0.946 -0.041 -0.703 -0.340
C -0.046 1.164 -2.171 -0.823 1.160 1.826
C 1.361 1.354 -2.419 1.814 0.022 1.346
H -1.412 0.564 1.655 0.014 -0.033 0.072
H 2.725 1.439 2.858 -0.230 0.018 -0.198
H 1.566 3.742 2.018 -0.058 -0.267 0.006
H 2.013 0.618 -2.886 -0.120 0.397 -0.267
H -1.501 2.505 -1.169 0.255 -0.001 -0.181
H 2.745 3.130 -2.063 -0.802 -0.460 0.163
Tl 1.688 0.370 -0.040 -0.126 1.649 0.129
C -0.787 -0.114 -2.417 -0.082 -0.125 -0.002
C -0.401 -0.591 -3.821 -0.466 -0.083 -0.047
C -2.296 0.142 -2.306 0.159 -0.248 -0.357
H -0.601 0.211 -4.534 0.089 -0.031 -0.032
H -0.987 -1.467 -4.074 0.051 -0.019 -0.178
H 0.653 -0.855 -3.865 0.097 -0.009 -0.072
H -2.582 0.921 -3.017 -0.050 -0.070 0.117
H -2.590 0.448 -1.302 0.066 0.075 0.061
H -2.828 -0.775 -2.554 -0.131 -0.025 -0.045
C -0.402 -1.178 -1.350 -0.210 -0.414 0.141
C -0.984 -2.573 -1.518 -0.912 -1.098 -0.931
H -0.732 -0.818 -0.358 0.176 0.024 -0.355
H 0.699 -1.353 -1.308 -0.576 0.017 -0.326
O -1.441 -3.022 -2.578 0.609 0.591 1.409
N -0.982 -3.370 -0.397 0.417 -0.023 -0.065
C -0.583 -3.010 0.960 -0.077 -0.114 -0.534
H -1.335 -4.310 -0.541 0.039 0.355 -0.111
C -1.706 -2.371 1.753 -0.215 0.086 0.083
C -1.474 -2.065 3.092 -0.157 0.088 -0.010
H -0.496 -2.300 3.512 -0.221 0.076 0.079
C -2.464 -1.467 3.865 -0.084 -0.058 -0.148
H -2.261 -1.228 4.908 -0.099 -0.032 -0.222
C -3.712 -1.183 3.299 0.044 -0.036 -0.160
H -4.496 -0.728 3.905 0.241 -0.103 -0.176
C -3.955 -1.493 1.957 0.317 -0.104 0.143
H -4.922 -1.286 1.499 0.221 -0.016 0.193
C -2.953 -2.091 1.185 0.062 0.075 0.221
H -3.147 -2.354 0.144 0.034 0.118 0.280
H 0.295 -2.348 0.920 -0.239 -0.103 0.060
H -0.239 -3.924 1.465 -0.125 0.218 -0.132
C 5.727 1.260 -0.064 0.798 -0.065 -0.198
C 4.308 0.940 -0.217 -2.296 0.796 0.418
O 3.838 -0.119 -0.763 0.730 0.451 0.651
O 3.534 1.843 0.285 0.658 -1.726 -0.757
H 6.409 0.514 -0.479 -0.100 0.258 0.129
H 5.851 1.416 1.008 0.395 -0.101 -0.084
H 5.816 2.241 -0.530 0.489 -0.044 -0.060
```
Forces are in eV/Å.



ORCA calculation (ωB97M-V with the def2-TZVPD basis set) on C22H17Co2NO8 as an isolated structure in a non-equilibrium geometry.

Results
Charge: -2
Energy relative to the best compared isomer or geometry (same formula, charge and spin): 132.1 kJ/mol
F_max: 2.7 eV Å⁻¹
E_LUMO: 3.8698 eV
HOMO-LUMO gap: 2.645 eV
Spin multiplicity: 1

```
50
Properties=species:S:1:pos:R:3:forces:R:3
C 2.091 -0.461 -2.195 -0.003 -0.129 -0.009
C 1.410 0.437 -1.152 -0.465 -0.203 0.198
C 2.127 1.787 -1.210 -0.030 0.072 0.041
C -0.090 0.545 -1.502 0.054 0.087 0.026
C -0.946 1.209 -0.422 -0.715 0.580 -0.288
O -1.855 1.981 -0.711 0.911 -0.802 -0.671
N -0.705 0.881 0.905 0.412 0.759 -0.271
C 0.567 0.494 1.325 0.340 -0.026 1.255
O 0.910 0.645 2.490 -0.043 -0.532 -1.854
C 1.449 -0.186 0.266 0.236 -0.086 -0.131
H 1.654 -1.467 -2.239 0.046 0.186 0.102
H 1.992 -0.012 -3.195 -0.011 -0.077 0.220
H 3.165 -0.556 -1.990 -0.160 -0.035 0.033
H 1.787 2.502 -0.457 -0.072 -0.082 -0.023
H 3.203 1.628 -1.073 -0.124 0.069 0.098
H 1.993 2.232 -2.203 -0.040 0.026 0.130
H -0.242 1.100 -2.444 -0.046 -0.215 0.413
H -0.488 -0.481 -1.628 0.097 0.375 -0.008
H 1.066 -1.218 0.182 0.202 0.205 0.125
H 2.478 -0.221 0.655 -0.387 -0.021 -0.017
O -5.873 2.676 2.706 0.069 0.128 0.203
C -5.034 2.038 3.193 0.449 -0.494 -0.505
Co -3.874 0.983 4.022 -1.568 0.582 1.377
C -3.382 1.874 5.500 0.644 1.650 0.546
O -3.320 2.625 6.385 -0.125 -0.637 -0.365
C -5.143 0.076 4.924 0.179 -0.124 -1.333
O -6.031 -0.405 5.475 -0.022 0.068 0.318
C -2.546 -0.347 3.482 -0.372 0.096 -2.658
C -2.290 0.762 2.821 -0.128 -1.445 1.571
C -1.596 1.595 1.873 -0.767 0.592 0.739
C -0.900 2.808 2.532 -0.774 -0.018 -0.251
C -0.968 4.021 1.850 0.527 -0.012 0.141
C -0.283 5.135 2.338 -0.097 -0.186 0.304
C 0.367 5.062 3.574 0.039 -0.177 0.006
C 0.263 3.899 4.347 -0.312 -0.256 -0.329
C -0.414 2.783 3.836 0.424 0.126 0.446
Co -2.159 -0.550 5.491 0.635 -1.584 2.091
C -3.279 -1.547 6.426 -0.176 0.900 -0.778
O -3.965 -2.216 7.069 -0.240 -0.753 0.661
C -0.930 -1.699 5.047 -0.519 0.878 -0.981
O -0.107 -2.424 4.687 0.717 -0.823 0.143
C -1.240 0.356 6.664 -0.346 1.015 -0.527
O -0.597 0.916 7.454 0.329 -0.198 0.402
H -2.857 -1.298 3.029 0.712 -0.080 0.386
H -2.392 2.007 1.250 0.280 0.163 0.003
H -1.590 4.065 0.959 0.357 0.089 -0.103
H -0.287 6.055 1.770 0.003 0.128 0.016
H 0.932 5.913 3.955 -0.175 -0.087 -0.094
H 0.692 3.840 5.352 -0.173 0.111 -0.341
H -0.588 1.901 4.469 0.227 0.197 -0.457
```
Forces are in eV/Å.



ORCA calculation (ωB97M-V with the def2-TZVPD basis set) on a 2-piece molecular cluster, C3H6BrClOS overall in a non-equilibrium geometry.

Results
Energy relative to the best compared isomer or geometry (same formula, charge and spin): 74.5 kJ/mol
F_max: 2.8 eV Å⁻¹
SMILES: ClCSCBr.C=O
E_LUMO: 0.4965 eV
HOMO-LUMO gap: 9.920 eV
Spin multiplicity: 1

```
13
Properties=species:S:1:pos:R:3:forces:R:3
Cl -1.254 2.484 -0.725 1.261 -0.785 0.096
C 0.582 2.626 -0.324 -1.078 -0.712 0.417
S 1.171 1.877 1.239 -1.023 -0.843 -1.261
C 0.715 0.146 0.941 -0.760 0.899 -2.020
Br 1.935 -0.783 -0.350 -0.617 0.395 0.077
H 1.221 2.446 -1.205 -0.651 -0.109 0.469
H 0.456 3.627 -0.047 0.998 1.663 0.072
H -0.376 -0.022 0.670 1.564 0.391 -0.051
H 0.940 -0.404 1.779 0.304 -0.915 2.183
C -1.396 -3.030 -0.476 1.018 1.550 -2.120
O -1.577 -1.853 -0.317 -0.426 -0.048 0.337
H -1.273 -3.712 0.305 -0.194 -1.317 1.740
H -1.145 -3.403 -1.489 -0.396 -0.169 0.060
```
Forces are in eV/Å.



Total energy values (in hartree) by entry order: -2842.61756, -1384.16759, -4270.69232, -3625.47938.